1.
DFT (ωB97M-V/def2-TZVPD) results for 2 unconnected molecules or ions with the total composition C4H9N2 in a non-equilibrium geometry.

The geometry in XYZ format:
```
15
Properties=species:S:1:pos:R:3:lowdin_charge:R:1
C 0.22 -2.41 -0.04 0.36
C -0.94 -0.67 -0.21 -0.02
C -0.17 1.49 0.87 0.05
C -0.34 0.21 -1.24 -0.01
N 1.42 -0.12 0.40 0.14
N 0.15 0.28 0.14 -0.35
H -0.05 -3.18 -0.76 -0.04
H 0.16 1.42 1.91 0.13
H 0.18 2.38 0.34 0.13
H -1.19 1.53 0.84 0.08
H 0.10 -0.15 -2.13 0.13
H -1.84 -0.84 0.26 0.10
H -0.98 1.07 -1.46 0.14
H 1.45 -0.37 1.35 0.12
H 1.81 -0.63 -0.28 0.05
```

Values from the calculation:
LUMO energy (alpha / beta) = -5.60 / -5.66 eV
E = -266.72698 hartree
total charge = +1
HOMO-LUMO gap (alpha / beta) = 8.306 / 8.349 eV
highest occupied orbital energy (alpha / beta) = -13.905 / -14.008 eV

2.
DFT (ωB97M-V/def2-TZVPD) results for 2 unconnected molecules or ions with the total composition C4H9N2 in a non-equilibrium geometry.

The geometry in XYZ format:
```
15
Properties=species:S:1:pos:R:3:lowdin_charge:R:1
C 2.03 0.13 0.09 -0.16
C -2.15 -0.85 0.01 -0.06
C -2.32 0.53 0.51 -0.06
C 3.44 -0.03 0.08 -0.02
N -1.50 0.26 -0.67 0.04
N 0.90 0.27 0.05 0.21
H -1.49 -1.53 0.53 0.13
H -2.98 -1.33 -0.49 0.13
H -3.26 1.03 0.36 0.13
H -1.77 0.85 1.38 0.13
H 3.91 0.91 0.37 0.11
H 3.74 -0.80 0.78 0.11
H 3.76 -0.30 -0.92 0.11
H -0.44 0.33 -0.50 0.02
H -1.86 0.54 -1.58 0.18
```

Values from the calculation:
LUMO energy = -2.63 eV
E = -267.04379 hartree
total charge = +1
HOMO-LUMO gap = 13.819 eV
highest occupied orbital energy = -16.447 eV

3.
DFT (ωB97M-V/def2-TZVPD) results for a gas-phase ion, C4H9N2 (charge +1) in a non-equilibrium geometry.

The geometry in XYZ format:
```
15
Properties=species:S:1:pos:R:3:lowdin_charge:R:1
C 2.11 0.26 -0.22 -0.25
C 1.09 -0.88 -0.25 -0.09
C -0.67 0.59 0.80 -0.09
C -1.33 1.08 -0.40 -0.06
N 1.98 1.33 0.35 0.24
N 0.06 -0.66 0.82 0.04
H 2.99 0.01 -0.82 0.13
H 0.61 -0.88 -1.23 0.13
H 1.58 -1.84 -0.09 0.14
H -0.81 1.07 1.76 0.13
H -0.75 0.91 -1.31 0.08
H -1.50 2.15 -0.30 0.10
H -2.32 0.63 -0.54 0.11
H -0.59 -1.46 0.73 0.20
H 0.54 -0.73 1.73 0.19
```

Values from the calculation:
LUMO energy (alpha / beta) = -4.70 / -4.93 eV
E = -266.93206 hartree
total charge = +1
HOMO-LUMO gap (alpha / beta) = 9.670 / 8.618 eV
highest occupied orbital energy (alpha / beta) = -14.365 / -13.543 eV

4.
DFT (ωB97M-V/def2-TZVPD) results for a molecular structure, C4H9N2 in a non-equilibrium geometry.

The geometry in XYZ format:
```
15
Properties=species:S:1:pos:R:3:lowdin_charge:R:1
C -0.89 -0.13 -0.22 -0.25
C 1.05 0.16 -0.26 -0.30
C -2.39 -0.09 -0.23 0.05
C 2.28 -0.10 -0.67 0.15
N -0.11 0.89 -0.57 0.20
N 0.09 -0.88 0.27 0.19
H 1.66 0.44 2.45 0.11
H -2.85 0.87 -0.58 0.12
H -2.76 -0.41 0.79 0.13
H -2.88 -0.67 -0.97 0.08
H 2.82 -0.75 -0.13 0.04
H 1.05 0.17 1.91 0.04
H 2.85 0.39 -1.55 0.14
H -0.17 1.75 -1.08 0.18
H 0.26 -1.64 0.84 0.14
```

Values from the calculation:
LUMO energy = -4.51 eV
E = -266.93367 hartree
total charge = +1
HOMO-LUMO gap = 10.124 eV
highest occupied orbital energy = -14.632 eV

5.
DFT (ωB97M-V/def2-TZVPD) results for 2 unconnected molecules or ions with the total composition C4H9N2 in a non-equilibrium geometry.

The geometry in XYZ format:
```
15
Properties=species:S:1:pos:R:3:lowdin_charge:R:1
C 2.19 -0.32 0.28 0.13
C 0.84 0.09 0.00 -0.13
C -1.12 -0.69 1.60 0.02
C 0.19 1.02 -0.93 -0.20
N 1.34 -1.20 -0.14 0.27
N -0.87 0.51 -1.72 0.09
H 3.27 -0.14 0.56 0.18
H -0.51 -0.95 2.54 0.08
H -1.33 -1.67 1.02 0.09
H -2.02 -0.14 1.92 0.06
H 0.99 1.12 -1.62 0.15
H -0.02 1.97 -0.59 0.12
H -0.42 -0.13 0.97 -0.05
H -0.67 -0.20 -2.30 0.05
H -1.88 0.74 -1.59 0.14
```

Values from the calculation:
LUMO energy = -5.85 eV
E = -266.88035 hartree
total charge = +1
HOMO-LUMO gap = 8.334 eV
highest occupied orbital energy = -14.188 eV

6.
DFT (ωB97M-V/def2-TZVPD) results for a gas-phase ion, C4H9N2 (charge +1) in a non-equilibrium geometry.

The geometry in XYZ format:
```
15
Properties=species:S:1:pos:R:3:lowdin_charge:R:1
C 1.09 0.53 -0.32 -0.26
C -0.16 0.21 0.78 -0.20
C -0.13 -0.18 -0.70 -0.13
C -1.04 1.27 1.38 -0.07
N 2.19 1.05 -0.48 0.18
N -0.07 -1.81 -1.03 0.23
H 0.24 -0.44 1.58 0.14
H -0.87 0.45 -1.33 0.19
H -2.08 1.16 1.06 0.08
H -0.50 2.27 1.26 0.12
H -0.98 0.95 2.45 0.09
H 2.60 0.83 -1.46 0.13
H 0.09 -2.12 -0.07 0.14
H 0.63 -2.05 -1.74 0.16
H -1.03 -2.12 -1.38 0.19
```

Values from the calculation:
LUMO energy = -4.10 eV
E = -266.94098 hartree
total charge = +1
HOMO-LUMO gap = 9.205 eV
highest occupied orbital energy = -13.305 eV
structure (SMILES) = [H]/N=C1/[C@@H](C)[C@@H]1[NH3+]

7.
DFT (ωB97M-V/def2-TZVPD) results for a gas-phase ion, C4H9N2 (charge +1) in a non-equilibrium geometry.

The geometry in XYZ format:
```
15
Properties=species:S:1:pos:R:3:lowdin_charge:R:1
C -1.04 1.13 0.19 0.00
C -1.98 -0.99 0.44 0.14
C 1.47 -0.63 0.22 -0.06
C 1.16 0.61 -0.60 -0.19
N -1.79 0.08 -0.24 0.05
N 0.17 1.42 0.05 0.08
H -2.83 -1.57 0.30 0.10
H -1.26 -1.23 1.26 0.14
H 0.91 -1.49 -0.04 0.07
H 2.51 -0.93 0.14 0.09
H 1.50 -0.39 1.26 0.08
H 0.91 0.25 -1.57 0.12
H 1.96 1.28 -0.81 0.12
H -2.35 0.26 -0.95 0.12
H 0.68 2.20 0.33 0.14
```

Values from the calculation:
LUMO energy (alpha / beta) = -4.70 / -4.71 eV
E = -266.92813 hartree
total charge = +1
HOMO-LUMO gap (alpha / beta) = 8.584 / 8.582 eV
highest occupied orbital energy (alpha / beta) = -13.288 / -13.287 eV

8.
DFT (ωB97M-V/def2-TZVPD) results for 2 unconnected molecules or ions with the total composition C4H9N2 in a non-equilibrium geometry.

The geometry in XYZ format:
```
15
Properties=species:S:1:pos:R:3:lowdin_charge:R:1
C 0.02 0.85 1.82 -0.15
C 0.56 -0.20 1.95 0.05
C -0.54 2.24 1.75 -0.06
C 0.59 -0.99 -1.45 -0.19
N 0.63 -1.47 -2.71 0.13
N -0.28 -1.23 -0.57 0.19
H -1.43 2.47 1.24 0.06
H 0.22 3.00 1.66 0.08
H -0.82 2.37 2.89 0.13
H 1.61 -0.85 -1.12 0.16
H 1.56 -1.81 -3.11 0.17
H -0.16 -1.66 -3.39 0.15
H -1.23 -1.47 -0.78 0.14
H -0.08 -1.00 0.47 0.07
H 1.24 -0.98 2.18 0.07
```

Values from the calculation:
LUMO energy = -3.92 eV
E = -266.98192 hartree
total charge = +1
HOMO-LUMO gap = 10.105 eV
highest occupied orbital energy = -14.029 eV

9.
DFT (ωB97M-V/def2-TZVPD) results for a gas-phase ion, C4H9N2O (charge +1) in a non-equilibrium geometry.

The geometry in XYZ format:
```
16
Properties=species:S:1:pos:R:3:lowdin_charge:R:1
C -1.37 0.58 -0.97 -0.06
C 0.37 -1.17 -0.93 -0.16
C 0.52 -1.21 1.48 -0.17
C 1.59 -0.52 1.64 0.01
N -0.07 0.23 -0.79 0.08
N -1.86 1.77 -0.58 0.18
O -0.09 -1.71 0.28 -0.07
H -0.20 -1.51 -1.81 0.15
H 1.49 -1.15 -1.11 0.16
H -0.07 -1.36 2.38 0.13
H 1.92 -0.44 2.67 0.08
H -2.06 -0.07 -1.44 0.15
H 2.39 -0.36 0.86 0.10
H 0.54 0.79 -0.25 0.12
H -2.84 2.01 -0.86 0.16
H -1.25 2.51 -0.21 0.15
```

Values from the calculation:
LUMO energy = -3.99 eV
E = -342.26758 hartree
total charge = +1
HOMO-LUMO gap = 9.710 eV
highest occupied orbital energy = -13.704 eV
structure (SMILES) = C=COCNC=[NH2+]

10.
DFT (ωB97M-V/def2-TZVPD) results for 2 unconnected molecules or ions with the total composition C4H9N2O in a non-equilibrium geometry.

The geometry in XYZ format:
```
16
Properties=species:S:1:pos:R:3:lowdin_charge:R:1
C -2.43 -0.02 -0.39 -0.33
N -2.62 0.21 -1.69 0.14
O -1.45 -0.68 0.03 -0.07
H -3.22 0.39 0.28 0.15
H -1.81 0.03 -2.29 0.13
H -3.41 0.83 -2.01 0.15
C 1.81 0.57 0.74 -0.10
C 1.02 1.64 1.00 0.10
C 1.95 -1.76 0.20 0.18
N 1.19 -0.73 0.35 0.06
H 2.88 0.55 0.92 0.12
H -0.05 1.55 1.01 0.06
H 1.49 2.61 1.19 0.09
H 1.48 -2.72 0.03 0.12
H 3.03 -1.67 0.25 0.12
H 0.14 -0.81 0.37 0.10
```

Values from the calculation:
LUMO energy = -4.72 eV
E = -342.29057 hartree
total charge = +1
HOMO-LUMO gap = 9.742 eV
highest occupied orbital energy = -14.463 eV